# 1
ORCA calculation (ωB97M-V/def2-TZVPD) on 2 unconnected molecules or ions with the total composition C21H25F4Si at a distorted geometry.

```
51
Properties=species:S:1:pos:R:3:mulliken_charge:R:1
C -1.017 3.745 -0.748 -1.234
C -2.002 2.731 -0.183 -0.445
Si -1.268 1.673 1.216 0.184
C -0.917 2.880 2.654 -0.398
C -0.391 2.200 3.907 -1.320
C -2.658 0.522 1.814 -0.419
C -3.098 -0.481 0.755 -1.250
H 0.310 0.662 0.566 -0.975
H -1.505 4.259 -1.564 0.426
H -0.785 4.545 -0.042 0.325
H -0.132 3.274 -1.180 0.241
H -2.919 3.209 0.206 0.452
H -2.373 2.027 -0.942 0.396
H -0.229 3.637 2.261 0.384
H -1.844 3.439 2.854 0.410
H -0.166 2.969 4.635 0.398
H -1.140 1.583 4.408 0.329
H 0.548 1.672 3.729 0.321
H -2.300 0.038 2.735 0.390
H -3.499 1.152 2.158 0.431
H -3.837 -1.132 1.201 0.426
H -3.642 -0.011 -0.067 0.325
H -2.279 -1.126 0.428 0.253
F 0.242 -5.405 -3.697 -0.305
C 0.045 -5.166 -2.355 0.420
C -0.512 -6.236 -1.622 -0.747
C -0.701 -5.907 -0.283 0.379
F -1.269 -6.888 0.508 -0.304
C -0.409 -4.671 0.317 -0.912
C 0.159 -3.633 -0.469 1.133
C 0.520 -2.353 0.144 -0.448
C 0.866 -1.266 -0.593 -0.029
C 1.180 0.015 0.120 0.729
C 2.158 0.867 -0.708 0.963
C 3.382 1.393 -0.250 -0.828
C 4.106 2.257 -1.078 0.400
F 5.268 2.811 -0.587 -0.305
C 3.754 2.645 -2.366 -0.760
C 2.582 2.011 -2.800 0.229
F 2.105 2.374 -4.041 -0.307
C 1.782 1.151 -2.017 -0.591
C 0.366 -3.903 -1.839 -0.858
H -0.822 -7.188 -2.076 0.459
H -0.540 -4.515 1.374 0.431
H 0.440 -2.357 1.280 0.279
H 0.917 -1.302 -1.701 -0.032
H 1.714 -0.197 1.151 0.471
H 3.747 1.129 0.727 0.492
H 4.301 3.385 -2.969 0.490
H 0.912 0.639 -2.481 0.437
H 0.851 -3.157 -2.490 0.460
```

The total charge is +1. The calculation puts the total energy at -40921.005 eV.

***

# 2
ORCA calculation (ωB97M-V/def2-TZVPD) on C21H25FN4O in the gas phase at a distorted geometry.

```
52
Properties=species:S:1:pos:R:3:mulliken_charge:R:1
C 2.388 -2.094 1.207 -1.710
C 1.083 -1.758 0.588 -0.139
O 0.013 -1.571 1.397 -0.335
C -1.002 -1.227 0.577 0.397
C -2.307 -0.908 1.110 0.356
C -3.329 -0.519 0.243 -0.616
C -4.575 -0.194 0.742 -0.566
C -4.824 -0.249 2.104 -0.561
C -3.799 -0.637 2.949 0.422
F -4.034 -0.691 4.277 -0.338
C -2.543 -0.968 2.482 -0.627
N -0.654 -1.204 -0.677 -0.562
C 0.671 -1.535 -0.700 1.352
C 1.452 -1.644 -1.964 -0.890
N 1.403 -0.452 -2.794 0.228
C 2.313 -0.557 -3.916 -0.673
C 2.009 0.526 -4.947 -0.845
C 2.101 1.901 -4.299 -0.778
C 1.169 1.939 -3.093 -1.202
C 1.472 0.818 -2.091 0.127
C 2.786 1.050 -1.312 -0.356
C 2.673 2.159 -0.260 -1.339
N 1.716 1.849 0.765 0.972
C 0.417 2.203 0.819 -0.111
C -0.100 1.667 1.976 -0.801
C 0.980 0.993 2.557 -0.387
N 2.065 1.110 1.815 -1.061
H 2.812 -1.197 1.662 0.331
H 2.248 -2.840 1.987 0.441
H 3.074 -2.481 0.459 0.313
H -3.116 -0.480 -0.813 0.525
H -5.363 0.108 0.069 0.398
H -5.789 0.002 2.514 0.457
H -1.763 -1.261 3.166 0.523
H 2.489 -1.929 -1.705 0.404
H 1.026 -2.458 -2.565 0.438
H 2.167 -1.540 -4.372 0.427
H 3.371 -0.491 -3.603 0.350
H 2.707 0.443 -5.782 0.416
H 0.997 0.373 -5.324 0.341
H 3.130 2.099 -3.994 0.340
H 1.813 2.675 -5.013 0.371
H 1.232 2.909 -2.597 0.372
H 0.144 1.803 -3.440 0.448
H 0.653 0.796 -1.363 0.128
H 3.054 0.127 -0.795 0.323
H 3.596 1.308 -1.993 0.431
H 3.643 2.287 0.229 0.365
H 2.386 3.105 -0.726 0.411
H -0.038 2.804 0.058 0.463
H -1.102 1.746 2.344 0.531
H 1.009 0.437 3.473 0.493
```

The total charge is 0. The SMILES is Cc1oc(-c2cccc(F)c2)nc1CN1CCCC[C@@H]1CCn1cccn1. The calculation puts the total energy at -32908.276 eV.

***

# 3
ORCA calculation (ωB97M-V/def2-TZVPD) on a molecular structure, C21H25N3O2SbSe4Tc at a distorted geometry.

```
57
Properties=species:S:1:pos:R:3:mulliken_charge:R:1
Tc 0.148 -0.541 -0.423 0.418
C 1.159 -3.056 1.017 -1.164
N 1.696 -1.687 0.761 0.631
C 1.890 -1.106 2.128 -1.167
C 2.310 0.354 2.289 -1.010
C 1.428 1.380 1.546 -0.666
N 0.152 0.767 1.189 0.466
C -0.872 1.032 1.933 -0.340
C -2.118 0.338 1.950 0.930
C -3.140 0.799 2.799 -0.929
C -4.299 0.082 2.962 -0.780
C -4.466 -1.132 2.287 -0.617
C -3.478 -1.617 1.460 -0.840
C -2.294 -0.891 1.265 0.347
O -1.373 -1.380 0.456 0.139
C 2.997 -1.884 0.058 -0.789
C 3.619 -0.669 -0.615 -0.510
C 2.841 -0.147 -1.814 -1.049
N 1.577 0.507 -1.454 0.403
C 1.429 1.739 -1.857 -0.063
C 0.238 2.507 -1.822 0.549
C 0.278 3.870 -2.195 -0.751
C -0.872 4.598 -2.314 -0.835
C -2.114 3.978 -2.092 -0.494
C -2.195 2.646 -1.769 -0.845
C -1.025 1.888 -1.617 0.617
O -1.094 0.597 -1.377 -0.085
H 1.816 -3.597 1.702 0.445
H 1.101 -3.618 0.088 0.466
H 0.167 -3.001 1.455 0.259
H 2.637 -1.713 2.647 0.464
H 0.946 -1.249 2.653 0.590
H 3.351 0.507 2.017 0.295
H 2.244 0.544 3.361 0.449
H 1.924 1.712 0.639 0.077
H 1.272 2.257 2.177 0.574
H -0.768 1.824 2.677 0.367
H -3.000 1.733 3.331 0.457
H -5.075 0.447 3.621 0.444
H -5.379 -1.698 2.419 0.470
H -3.593 -2.557 0.936 0.516
H 2.830 -2.634 -0.718 0.514
H 3.710 -2.309 0.770 0.280
H 4.593 -0.993 -0.986 0.539
H 3.804 0.146 0.082 0.076
H 2.616 -0.973 -2.498 0.288
H 3.472 0.556 -2.359 0.497
H 2.287 2.230 -2.313 0.309
H 1.240 4.331 -2.384 0.444
H -0.831 5.641 -2.595 0.444
H -3.023 4.557 -2.189 0.454
H -3.147 2.156 -1.609 0.544
Se -2.062 -6.026 -2.896 -0.276
Sb -1.829 -4.023 -4.121 0.791
Se -0.117 -2.186 -2.094 0.008
Se -2.319 -2.017 -2.372 -0.083
Se -1.292 -3.023 -6.191 -0.270
```

The total charge is +2. The calculation puts the total energy at -300855.126 eV.

***

# 4
ORCA calculation (ωB97M-V/def2-TZVPD) on C21H25N3O5 in the gas phase.

```
54
Properties=species:S:1:pos:R:3:mulliken_charge:R:1
C 2.061 -2.955 3.021 -1.858
C 2.248 -1.557 2.508 1.491
C 2.158 -1.272 1.155 -0.896
C 2.312 0.036 0.721 0.337
C 2.027 0.351 -0.726 0.427
O 2.358 -0.400 -1.632 -0.685
N 1.390 1.521 -0.914 -0.032
C 0.823 1.890 -2.192 -1.988
C -0.238 0.893 -2.683 -0.169
C -1.182 1.460 -3.747 0.630
C -0.422 2.083 -4.912 -1.810
C -2.083 0.324 -4.242 -0.968
C -2.781 -0.416 -3.104 -0.843
C -1.782 -0.869 -2.042 -0.722
N -0.999 0.280 -1.588 0.661
C -1.435 1.043 -0.540 0.229
O -1.390 2.264 -0.524 -0.639
C -1.878 0.291 0.673 -0.288
C -1.336 -0.982 1.060 0.091
C -1.685 -1.544 2.230 -0.697
C -2.620 -0.894 3.129 0.064
O -3.004 -1.294 4.190 -0.596
O -3.107 0.343 2.689 -0.323
C -2.724 0.887 1.530 -0.070
N 2.514 1.057 1.547 -0.715
C 2.631 0.782 2.845 -0.790
C 2.499 -0.493 3.378 0.590
C 2.594 -0.736 4.858 -0.658
O 2.855 0.483 5.527 -0.519
H 1.213 -3.011 3.709 0.375
H 1.885 -3.651 2.202 0.374
H 2.941 -3.296 3.571 0.451
H 1.983 -2.052 0.424 0.499
H 1.180 2.076 -0.101 0.381
H 0.394 2.883 -2.084 0.462
H 1.612 1.927 -2.944 0.566
H 0.306 0.054 -3.130 0.642
H -1.799 2.225 -3.263 0.259
H 0.276 1.362 -5.346 0.373
H -1.114 2.390 -5.698 0.457
H 0.146 2.963 -4.609 0.389
H -2.823 0.717 -4.943 0.396
H -1.463 -0.384 -4.805 0.330
H -3.514 0.243 -2.628 0.286
H -3.327 -1.282 -3.487 0.442
H -2.306 -1.321 -1.202 0.681
H -1.090 -1.612 -2.450 0.310
H -0.620 -1.465 0.408 0.669
H -1.287 -2.490 2.566 0.468
H -3.156 1.863 1.359 0.499
H 2.818 1.620 3.503 0.481
H 1.653 -1.179 5.209 0.329
H 3.389 -1.466 5.054 0.325
H 2.900 0.313 6.471 0.303
```

The total charge is 0. The SMILES is Cc1cc(C(=O)NC[C@@H]2[C@@H](C)CCCN2C(=O)c2ccc(=O)oc2)ncc1CO. The calculation puts the total energy at -36891.653 eV.

***

# 5
ORCA calculation (ωB97M-V/def2-TZVPD) on C21H25N5O3S2 in the gas phase at a distorted geometry.

```
56
Properties=species:S:1:pos:R:3:mulliken_charge:R:1
C -4.265 -1.821 2.501 -1.013
C -5.559 -1.596 1.717 -0.551
N -5.628 -0.335 1.026 0.197
C -5.920 0.894 1.719 -0.640
C -4.698 1.581 2.330 -0.753
S -5.404 -0.293 -0.609 1.352
O -6.116 0.833 -1.138 -0.733
O -5.673 -1.600 -1.135 -0.731
C -3.646 0.022 -0.806 0.097
C -2.764 -1.040 -0.766 -0.787
C -1.405 -0.805 -0.883 -0.773
C -0.938 0.498 -1.037 0.647
C 0.519 0.814 -1.138 0.409
O 1.007 1.816 -0.657 -0.594
N 1.241 -0.080 -1.861 -0.181
C 2.680 -0.015 -1.889 -0.444
C 3.275 -1.079 -1.028 0.598
N 2.696 -2.209 -0.765 -0.643
N 3.556 -2.875 0.045 0.081
C 4.680 -2.155 0.292 0.231
S 5.967 -2.569 1.215 -0.436
N 4.494 -0.988 -0.419 0.131
C 5.399 0.135 -0.395 -1.069
C 4.744 1.349 0.215 0.275
C 4.101 1.242 1.442 -0.065
C 3.460 2.336 1.991 -0.704
C 3.461 3.549 1.323 -0.454
C 4.112 3.666 0.108 -0.551
C 4.747 2.569 -0.447 -0.238
C -1.840 1.560 -1.061 -0.544
C -3.198 1.321 -0.955 -0.672
H -3.400 -1.587 1.884 0.244
H -4.205 -2.862 2.808 0.387
H -4.233 -1.201 3.393 0.298
H -5.658 -2.357 0.941 0.329
H -6.418 -1.680 2.393 0.348
H -6.661 0.689 2.499 0.339
H -6.373 1.553 0.976 0.341
H -4.285 1.000 3.150 0.238
H -4.989 2.556 2.714 0.384
H -3.923 1.719 1.581 0.119
H -3.158 -2.039 -0.663 0.600
H -0.713 -1.633 -0.825 0.404
H 0.820 -0.946 -2.155 0.290
H 3.042 -0.125 -2.918 0.210
H 2.962 0.973 -1.510 0.133
H 3.337 -3.789 0.403 0.185
H 5.742 0.349 -1.412 0.319
H 6.256 -0.188 0.208 0.435
H 4.105 0.296 1.966 0.412
H 2.956 2.241 2.941 0.394
H 2.953 4.401 1.748 0.396
H 4.116 4.609 -0.417 0.387
H 5.247 2.660 -1.402 0.365
H -1.456 2.563 -1.167 0.450
H -3.922 2.119 -0.999 0.549
```

The total charge is 0. The SMILES is CCN(CC)S(=O)(=O)c1ccc(C(=O)NCc2n[nH]c(=S)n2Cc2ccccc2)cc1. The calculation puts the total energy at -57446.765 eV.

***

# 6
ORCA calculation (ωB97M-V/def2-TZVPD) on C21H25NO3 in the gas phase.

```
50
Properties=species:S:1:pos:R:3:mulliken_charge:R:1
C 3.283 3.918 5.620 -1.437
C 2.146 3.492 4.705 -0.265
O 2.717 3.031 3.496 -0.393
C 1.905 2.627 2.489 0.874
C 2.546 2.228 1.312 -0.603
C 1.812 1.812 0.226 -0.806
C 0.420 1.756 0.287 -0.089
C -0.310 1.283 -0.919 0.530
O 0.082 1.492 -2.050 -0.646
N -1.465 0.608 -0.656 0.016
C -2.123 -0.166 -1.679 -1.768
C -1.785 -1.679 -1.586 1.957
C -0.275 -1.750 -1.397 0.029
C 0.580 -1.487 -2.463 -0.270
C 1.950 -1.446 -2.290 -0.948
C 2.504 -1.649 -1.038 -0.512
C 1.668 -1.886 0.036 -0.900
C 0.296 -1.931 -0.141 -0.016
C -2.556 -2.318 -0.411 -0.980
C -3.941 -2.783 -0.851 -0.752
O -3.878 -3.842 -1.784 -0.414
C -2.729 -3.796 -2.609 -0.738
C -2.264 -2.370 -2.883 -0.812
C -0.215 2.153 1.457 -0.476
C 0.515 2.590 2.549 -0.447
H 3.859 4.710 5.150 0.331
H 2.884 4.279 6.563 0.419
H 3.943 3.076 5.809 0.328
H 1.560 2.690 5.176 0.360
H 1.480 4.343 4.506 0.365
H 3.623 2.267 1.279 0.436
H 2.298 1.514 -0.690 0.500
H -1.641 0.341 0.300 0.269
H -3.205 -0.016 -1.608 0.375
H -1.765 0.231 -2.632 0.440
H 0.183 -1.277 -3.444 0.339
H 2.586 -1.236 -3.137 0.366
H 3.574 -1.609 -0.899 0.430
H 2.081 -2.024 1.025 0.412
H -0.322 -2.097 0.728 0.380
H -2.667 -1.615 0.416 0.443
H -2.020 -3.195 -0.044 0.439
H -4.507 -3.168 0.003 0.438
H -4.507 -1.940 -1.279 0.265
H -1.910 -4.371 -2.150 0.233
H -3.013 -4.295 -3.540 0.469
H -3.099 -1.811 -3.309 0.358
H -1.473 -2.404 -3.629 0.520
H -1.294 2.158 1.518 0.545
H -0.011 2.905 3.437 0.406
```

The total charge is 0. The SMILES is CCOc1ccc(C(=O)NCC2(c3ccccc3)CCOCC2)cc1. The calculation puts the total energy at -29815.599 eV.

***

# 7
ORCA calculation (ωB97M-V/def2-TZVPD) on a molecular structure, C21H25NO4 at a distorted geometry.

```
51
Properties=species:S:1:pos:R:3:mulliken_charge:R:1
C 1.546 4.684 -3.518 -1.316
C 0.457 3.562 -3.395 -0.210
C -0.548 4.085 -2.381 -0.823
C -1.734 3.116 -2.331 -0.477
H -2.172 2.781 -3.470 0.213
H -2.582 3.622 -1.707 0.304
O -1.439 2.049 -1.836 -0.170
C -0.860 1.905 -0.539 0.130
O -1.059 2.861 0.220 -0.611
C -0.388 0.541 -0.122 0.144
C -0.102 0.514 1.528 0.168
C -0.642 -0.788 1.989 -0.307
O -1.944 -1.407 1.729 -0.736
N 0.204 -1.406 2.877 0.396
C 0.093 -2.720 3.396 -1.150
H -1.183 -2.688 3.666 0.291
H 0.388 -2.697 4.359 0.646
C 0.400 -3.836 2.633 -0.789
C -0.191 -4.056 1.468 0.878
C -1.585 -4.544 1.436 -0.901
C -2.217 -4.645 0.135 -0.485
C -1.894 -3.834 -0.850 -0.527
C -0.591 -3.315 -0.825 -0.089
C 0.052 -3.223 0.311 -0.059
H 1.395 -2.866 0.214 -0.052
H -0.244 -2.951 -1.775 0.423
H -2.555 -4.104 -1.968 0.155
H -3.125 -5.148 0.326 0.354
H -1.987 -5.012 2.247 0.528
H 1.472 -3.778 2.450 0.362
H 0.470 -4.774 3.308 0.386
C 1.556 -0.789 2.634 -1.758
C 1.326 0.153 1.596 1.114
C 1.900 1.483 1.231 -0.560
C 1.786 1.763 -0.015 -0.528
H 2.174 2.671 -0.333 0.626
C 1.290 0.443 -0.601 -2.211
H 1.125 0.401 -1.431 2.115
O 1.646 -0.459 0.345 -0.421
H 2.347 2.314 2.217 0.102
H 2.096 -1.520 2.633 0.805
H 1.527 0.026 3.763 0.232
H -0.612 1.348 1.890 0.812
H -1.011 -0.216 -0.691 0.538
H -0.070 4.513 -1.573 0.542
H -1.092 4.963 -2.876 0.341
H 0.751 2.654 -3.108 0.311
H -0.097 3.371 -4.467 0.229
H 1.389 5.617 -3.949 0.456
H 2.087 5.038 -2.604 0.301
H 2.448 4.297 -4.235 0.280
```

The total charge is 0. The calculation puts the total energy at -31845.387 eV.

***

# 8
ORCA calculation (ωB97M-V/def2-TZVPD) on a molecular structure, C21H26AsBrN5OS2Zn.

```
58
Properties=species:S:1:pos:R:3:mulliken_charge:R:1
Zn -0.406 -1.108 -1.239 0.650
Br 1.456 3.664 3.910 -0.175
C 2.851 2.941 2.857 0.068
C 3.078 1.572 2.878 -0.570
C 4.076 1.033 2.084 -0.147
C 4.843 1.868 1.279 0.077
C 4.657 3.243 1.326 -0.199
C 3.641 3.787 2.096 -0.500
N 5.942 1.407 0.468 -0.360
N 5.846 0.437 -0.294 -0.534
C 4.589 -0.228 -0.491 -0.060
C 4.544 -1.585 -0.311 -0.452
C 3.343 -2.307 -0.396 -0.764
C 2.154 -1.677 -0.709 1.180
O 0.999 -2.308 -0.761 -0.917
C 2.223 -0.273 -1.021 0.782
N 1.062 0.324 -1.420 -0.813
C 1.053 1.596 -1.741 -0.088
C 2.215 2.381 -1.723 -0.904
C 3.391 1.809 -1.325 -0.590
C 3.426 0.453 -0.930 0.400
H 2.480 0.932 3.510 0.466
H 4.252 -0.033 2.100 0.483
H 5.309 3.881 0.745 0.475
H 3.479 4.855 2.120 0.442
H 5.461 -2.098 -0.047 0.441
H 3.330 -3.372 -0.210 0.498
H 0.103 2.017 -2.048 0.466
H 2.168 3.416 -2.027 0.437
H 4.304 2.389 -1.330 0.643
C -3.495 1.315 -2.193 -0.910
As -3.613 -0.535 -2.690 0.539
C -4.621 -1.447 -1.335 -0.506
C -4.664 -0.624 -4.288 -1.065
S -1.746 -1.454 -3.095 -0.431
H -4.489 1.671 -1.927 0.430
H -3.115 1.878 -3.044 0.356
H -2.815 1.408 -1.348 0.211
H -5.521 -0.877 -1.109 0.422
H -4.006 -1.557 -0.446 -0.184
H -4.887 -2.432 -1.715 0.389
H -5.659 -0.223 -4.094 0.388
H -4.734 -1.664 -4.601 0.365
H -4.172 -0.043 -5.066 0.366
C -1.134 -3.185 1.491 -0.378
N -2.291 -2.371 1.859 -0.133
C -2.442 -1.066 1.638 0.325
S -1.311 -0.110 0.780 -0.494
N -3.531 -0.463 2.137 -0.092
C -4.459 -1.084 3.066 -1.096
H -0.606 -3.498 2.391 0.328
H -0.453 -2.611 0.871 -0.090
H -1.467 -4.065 0.944 0.283
H -2.966 -2.818 2.460 0.198
H -3.530 0.540 2.052 0.275
H -3.967 -1.377 3.996 0.372
H -4.935 -1.957 2.615 0.343
H -5.241 -0.368 3.302 0.353
```

The total charge is +1. The calculation puts the total energy at -232662.691 eV.